Computed, not measured: a 6-piece molecular cluster, C20H43N6OP2 overall, with ωB97M-V/def2-TZVPD.

Element x y z (Å)
P  -3.12873  2.45714  -1.61191
P  -4.22497  0.41407  -1.43328
O  -2.97087  -0.64028  -1.76474
N  -1.63898  -1.38370  5.89638
N  2.70983  2.74942  5.53110
N  -5.01814  0.48615  -2.98340
N  -1.86491  0.96551  1.49840
N  1.31862  -0.37565  -2.71227
N  0.83729  -0.60289  -7.02985
C  -0.63088  -2.08610  0.44534
C  -1.29054  0.95857  4.79597
C  1.89607  -0.98733  -3.49482
C  2.73707  -3.92310  -3.19955
C  -1.51548  1.27556  -5.25740
C  -0.19931  1.55831  -5.99107
C  -1.09597  0.29127  0.97457
C  3.89770  -0.41145  4.69977
C  0.37492  0.35216  -6.58602
C  2.22004  -3.25508  -4.46712
C  -0.37812  1.84949  5.64693
C  -2.61378  0.81553  -6.20545
C  -0.18387  -2.50469  1.84119
C  -0.32335  -0.62178  0.13504
C  -0.98443  2.22093  6.99309
C  -1.49923  -0.34823  5.41754
C  4.26530  1.03117  4.33225
C  2.56458  -1.76766  -4.53673
C  4.15063  -0.72539  6.16811
C  3.41902  1.99998  5.02772
H  -0.86059  0.80586  3.80610
H  -1.70239  -2.25322  0.32641
H  5.30827  1.23845  4.58077
H  0.88780  -2.33179  1.97689
H  0.54299  1.97523  -5.30733
H  -2.79056  1.55645  -6.98963
H  3.81970  -3.80836  -3.10936
H  3.52916  -0.10472  6.81538
H  -2.25923  1.43169  4.62675
H  2.51278  -4.99003  -3.20075
H  -1.34043  0.53403  -4.47731
H  -0.71741  -1.94478  2.61208
H  1.13750  -3.37248  -4.53718
H  4.15015  1.19603  3.25989
H  -0.57511  -0.38355  -0.89746
H  -2.65796  2.21028  -0.27737
H  -2.39891  3.72772  -1.71239
H  -4.36209  3.12412  -1.07720
H  -0.35663  2.29019  -6.78674
H  -0.37490  -3.56410  2.01750
H  -3.54980  0.67561  -5.66574
H  -0.12644  -2.69693  -0.30747
H  5.19585  -0.55010  6.43237
H  -2.35494  -0.13178  -6.68575
H  2.64688  -3.73627  -5.34887
H  -1.90820  1.68957  -2.16702
H  -1.15602  1.33554  7.60870
H  2.84806  -0.58623  4.45677
H  -0.31714  2.88754  7.54051
H  -5.83307  -0.11533  -3.00010
H  -0.16083  2.75304  5.07785
H  -1.82113  2.18670  -4.74304
H  -2.35466  -0.21355  -2.38952
H  0.57168  1.33959  5.79955
H  -5.30801  1.44298  -3.17828
H  3.91932  -1.76768  6.38586
H  2.27667  -3.48734  -2.31098
H  -3.63436  2.63835  -3.02147
H  0.74361  -0.41808  0.25055
H  -1.94084  2.73229  6.86427
H  2.23297  -1.32923  -5.48108
H  3.64260  -1.61375  -4.45244
H  4.48436  -1.07893  4.06604

Output
LUMO level ... 2.165 eV
Charge ... -1
HOMO energy ... -2.9 eV
Kohn-Sham gap ... 0.1863 Ha
E_tot ... -51001.002 eV

=====

Computed, not measured: an isolated ion of composition CH3S and charge -1 in a non-equilibrium geometry, with ωB97M-V/def2-TZVPD.

Element x y z (Å)
S  -0.34874  0.09343  -1.62137
C  0.05100  -0.00005  0.12806
H  1.18947  -0.08252  0.27597
H  -0.38340  0.93853  0.57356
H  -0.50832  -0.94938  0.64379

Output
LUMO level ... 4.658 eV
Charge ... -1
HOMO energy ... -1.9 eV
Kohn-Sham gap ... 0.2392 Ha
Structure (SMILES) ... C[S-]
Energy relative to the best compared isomer or geometry (same formula, charge and spin) ... 0.320 eV
E_tot ... -11920.977 eV

=====

Computed, not measured: C26H52Cl2LaN3O5Si2 as an isolated structure in a non-equilibrium geometry, with ωB97M-V/def2-TZVPD.

Element x y z (Å)
La  0.35243  0.24664  1.14026
Cl  -0.49955  0.84715  3.70294
Cl  -0.56801  -2.27011  1.65638
Si  3.50277  -1.09956  -0.51955
Si  -0.28541  -3.15480  3.66108
O  2.03962  -1.11520  0.16605
O  -1.94221  0.82945  0.37664
O  0.59093  1.47973  -0.96129
O  -1.48630  -2.16136  -0.76842
O  2.22575  1.46386  1.89256
N  3.14437  1.63697  3.94925
N  -3.90115  -0.02617  -0.44263
N  1.05219  2.60466  -2.86849
C  -4.95943  0.01029  -1.46181
C  -3.96472  -1.08950  0.55077
C  0.25646  -0.72478  -5.06750
C  -2.27818  -4.61400  -1.18880
C  -1.07855  -2.54796  -1.98546
C  -0.67289  0.30478  -5.23018
C  -2.90431  0.87433  -0.42940
C  4.24949  0.65546  -0.50495
C  -3.20469  -3.24938  -3.08633
C  -1.77004  -0.39135  -3.19152
C  3.55725  -1.60400  -2.35420
C  -1.67910  0.48988  -4.27571
C  2.92222  3.08013  3.94321
C  3.78952  1.02975  5.09851
C  -0.87363  -1.44878  -3.05859
C  0.40806  3.82076  -2.38852
C  2.76590  0.91890  2.91513
C  1.61477  2.62206  -4.20811
C  4.72718  -2.21666  0.40006
C  -1.39550  -2.25957  4.87984
C  -2.23278  -3.51743  -2.20632
C  -0.73173  -4.96331  3.70469
C  0.16679  -1.59008  -3.97532
C  1.53743  -2.86652  3.98262
C  -4.47675  -4.01864  -3.15886
C  1.01532  1.49021  -2.13112
H  -2.38188  -4.15777  -0.19088
H  3.71657  1.30935  0.19535
H  5.76788  -1.96178  0.14401
H  -0.53602  3.98716  -2.92658
H  0.86677  -2.41246  -3.84170
H  -0.14559  -3.15058  -1.94089
H  2.90771  -0.18237  2.97253
H  4.20606  1.10870  -1.50450
H  -3.40438  -1.96143  0.19152
H  1.99291  -2.08825  3.34910
H  2.08493  -3.81571  3.82816
H  3.88836  3.59546  3.92170
H  4.56836  -3.27629  0.14897
H  0.22060  3.75533  -1.31674
H  -2.57186  -0.28787  -2.45085
H  4.60875  -2.10786  1.48879
H  2.33380  3.35317  3.06567
H  1.07439  4.66020  -2.61188
H  4.46139  -1.20824  -2.84565
H  -4.29769  -5.01786  -3.58215
H  -5.19630  -3.50077  -3.80372
H  3.21458  1.24772  6.00518
H  -3.08340  -5.33527  -1.34813
H  -2.40963  1.29815  -4.38122
H  -0.77651  -2.08544  5.77409
H  -0.27785  -5.56798  2.90164
H  -1.74774  -1.28594  4.50844
H  5.30518  0.61252  -0.19785
H  -4.93984  -4.15203  -2.16912
H  2.23408  3.52275  -4.31099
H  4.80632  1.42617  5.20682
H  -4.78049  -0.74418  -2.23977
H  -1.31659  -5.13986  -1.17876
H  3.83010  -0.05077  4.93173
H  1.62894  -2.56824  5.04387
H  -3.51906  -0.74084  1.48443
H  -3.00103  1.67398  -1.19093
H  -1.82623  -5.11548  3.70309
H  1.40122  0.57050  -2.62270
H  2.39029  3.36074  4.85614
H  3.58510  -2.69851  -2.46461
H  -0.33698  -5.31672  4.67964
H  -4.99009  1.00297  -1.92449
H  0.81389  2.64574  -4.96197
H  -2.24463  -2.90443  5.15679
H  2.68981  -1.23515  -2.92120
H  -3.12305  -2.39158  -3.77294
H  1.04657  -0.87232  -5.80885
H  -5.91680  -0.21145  -0.98075
H  2.22716  1.72342  -4.36144
H  -5.01651  -1.34974  0.68529
H  -0.61660  0.96575  -6.10259

Output
LUMO level ... 0.291 eV
HOMO energy ... -6.0 eV
Kohn-Sham gap ... 0.2321 Ha
E_tot ... -84180.908 eV

=====

Computed, not measured: C19H35AuN4O2P2S as an isolated structure, with ωB97M-V/def2-TZVPD.

Element x y z (Å)
Au  1.33379  -1.14278  -0.15846
S  -0.27713  1.18298  -0.85157
P  1.02273  -0.92033  2.08763
P  -0.53680  -2.55637  -0.12254
O  0.73209  -1.43328  -3.13155
O  3.91066  -0.07379  0.68655
N  -2.54431  2.54661  -1.19928
N  -0.94694  3.59238  0.09382
N  3.28248  -0.44636  -0.31625
N  1.66393  -1.07874  -2.17489
C  -1.32399  2.52647  -0.63664
C  3.81316  -0.53267  -1.52487
C  2.90371  -0.96998  -2.55091
C  -2.67563  -1.35304  3.75625
C  2.08256  -1.93874  3.11754
C  3.35370  -1.20057  -3.94720
C  -0.70916  -1.37390  2.36872
C  -2.75868  -2.38064  1.58110
C  -3.21955  1.32549  -1.61237
C  -1.89502  4.46452  0.78624
C  5.23198  -0.13867  -1.76677
C  -1.33994  -1.02848  3.55897
C  0.44928  3.94935  0.32104
C  -3.38463  -2.02267  2.76820
C  -3.13386  3.76004  -1.77447
C  1.24768  0.77937  2.60401
C  -0.00851  -4.25655  0.17388
C  -1.68958  -2.59982  -1.49490
C  -1.42210  -2.05936  1.37569
H  -4.42653  -2.26953  2.92179
H  -1.95882  5.45187  0.32783
H  -4.08107  4.01143  -1.29724
H  0.51157  1.39680  2.09187
H  -2.88059  4.01100  0.81159
H  -0.80273  -0.50183  4.33856
H  -3.31704  3.57478  -2.83382
H  1.94383  -2.99483  2.89160
H  -1.14268  -2.74819  -2.42298
H  0.71155  -4.29079  0.98991
H  5.32581  0.42526  -2.69418
H  1.10287  3.24935  -0.18540
H  0.05369  -0.74161  -3.03289
H  -2.37232  -3.43842  -1.35310
H  -1.54363  4.59098  1.81054
H  5.58088  0.47578  -0.94157
H  0.62941  4.95502  -0.06198
H  -4.29408  1.48887  -1.53536
H  1.82523  -1.75766  4.16217
H  4.33763  -1.66630  -3.93846
H  -0.88491  -4.84859  0.44114
H  -2.97665  1.07097  -2.64716
H  2.64822  -1.81425  -4.49683
H  3.12517  -1.66520  2.94625
H  -2.45049  4.59663  -1.69298
H  2.25028  1.10238  2.31619
H  5.88159  -1.01432  -1.83112
H  0.45303  -4.67684  -0.72073
H  -3.16341  -1.07862  4.68182
H  3.44798  -0.23993  -4.46054
H  -3.32352  -2.91171  0.82458
H  1.14072  0.84595  3.68707
H  0.66555  3.94920  1.39100
H  -2.93304  0.50575  -0.96116
H  -2.24544  -1.66380  -1.54339

Output
LUMO level ... -6.875 eV
Charge ... +2
HOMO energy ... -13.8 eV
Kohn-Sham gap ... 0.2549 Ha
Energy relative to the best compared isomer or geometry (same formula, charge and spin) ... 0.112 eV
E_tot ... -63415.727 eV

=====

Computed, not measured: a 2-piece molecular cluster, CH4IN4 overall in a non-equilibrium geometry, with ωB97M-V/def2-TZVPD.

Element x y z (Å)
I  1.28981  1.94584  2.14735
N  -1.96296  0.91141  -0.57130
N  -2.42573  0.70122  -1.65381
N  1.55610  -0.80501  1.29160
N  -1.30048  0.87219  0.41401
C  0.69158  0.13877  1.37664
H  2.59728  -0.85549  1.46154
H  -1.91591  0.39629  -2.46007
H  1.32906  -1.77729  1.00864
H  -1.10777  1.78694  0.93833

Output
LUMO level (spin up / spin down) ... -5.487 / -5.479 eV
Charge ... +1
HOMO energy (spin up / spin down) ... -12.6 / -12.6 eV
Kohn-Sham gap (spin up / spin down) ... 0.2618 / 0.2624 Ha
Energy relative to the best compared isomer or geometry (same formula, charge and spin) ... 3.349 eV
E_tot ... -15149.936 eV

=====

Computed, not measured: a single C3H7I2N2O2P molecule in a non-equilibrium geometry, with ωB97M-V/def2-TZVPD.

Element x y z (Å)
I  -0.64665  -0.36893  2.64627
I  2.03291  0.62728  -2.15455
P  -0.81694  -0.79745  -1.14847
O  -0.58881  -1.76150  -2.67259
O  1.21867  -2.56509  -3.74135
N  0.54253  -1.56558  -0.49557
N  -0.67056  1.48449  0.41064
C  -1.35922  0.09063  0.60555
C  1.48085  -1.62831  -1.57230
C  0.66469  -2.00866  -2.79874
H  0.26061  1.33524  -0.07345
H  -1.86710  -1.62102  -0.95458
H  0.58212  -1.53681  0.48613
H  2.53938  -1.85797  -1.55942
H  -2.55873  0.34557  0.40932
H  -1.40008  1.99614  -0.18805
H  -0.61704  1.94667  1.28371

Output
LUMO level ... -0.543 eV
HOMO energy ... -8.0 eV
Kohn-Sham gap ... 0.2746 Ha
Energy relative to the best compared isomer or geometry (same formula, charge and spin) ... 1.804 eV
E_tot ... -35787.200 eV

=====

Computed, not measured: C53H56CdGe2N10O4SeSi as an isolated structure, with ωB97M-V/def2-TZVPD.

Element x y z (Å)
Cd  1.72937  0.72500  -0.65485
Se  0.15905  2.43021  -1.93667
Ge  -1.92497  3.71368  1.94407
Ge  -2.17067  1.66506  0.71295
Si  0.68689  4.02472  -3.38420
O  -0.84626  -1.96120  2.07847
O  3.71308  1.68186  -1.27562
O  -0.33918  -5.74968  -0.25678
O  0.07616  0.29286  0.90486
N  -1.77568  -7.17597  0.61204
N  2.86006  -1.31831  0.09651
N  4.34672  -2.64433  1.12947
N  -0.91666  -1.34325  -3.64418
N  -0.47063  -7.63807  0.86863
N  4.06745  -3.10776  -0.11214
N  3.45634  2.92463  0.69231
N  -1.55809  -1.51196  -2.45953
N  2.51704  1.98313  1.06911
N  0.46974  -0.95860  -1.92373
C  -1.63903  -6.07370  -0.03637
C  -3.01478  0.35016  1.91997
C  -2.31810  -4.01207  -1.22592
C  0.46278  0.04943  2.11951
C  -4.11092  -1.65645  3.56622
C  -3.68692  1.95560  -0.55213
C  -3.28133  -3.08588  -1.59682
C  -2.96073  -1.88242  -2.44917
C  -2.89604  0.40462  3.30960
C  -3.70748  -0.73948  1.38174
C  5.12224  4.90783  -0.36105
C  2.47676  -7.75550  1.01966
C  1.54601  0.62354  4.24171
C  0.31795  -6.76663  0.34961
C  1.78841  -6.71857  0.39623
C  -3.99578  -5.35536  -0.12248
C  -5.82444  2.45458  -2.31864
C  -4.25048  -1.72885  2.18490
C  4.60120  -4.37079  -0.58039
C  3.94687  2.66654  -0.49943
C  1.27569  3.30905  -5.01442
C  2.47105  -5.63490  -0.13049
C  -3.43464  -0.58384  4.12544
C  -3.57375  1.69860  -1.91792
C  -3.59982  4.41563  2.69684
C  -5.96308  2.71653  -0.96149
C  0.16719  -1.31596  4.14097
C  0.95297  -0.44254  4.89022
C  -0.18606  -3.15513  1.71514
C  -4.95952  -4.43086  -0.49498
C  -1.26724  5.10333  0.73834
C  6.56219  4.32777  -2.66193
C  2.01157  5.17371  -2.75478
C  -4.90866  2.46186  -0.09425
C  -0.72407  -1.27015  -1.44376
C  5.65712  3.40451  -2.15419
C  3.85645  -5.56347  -0.02699
C  0.28805  -0.99479  -3.26920
C  6.02058  5.83184  -0.87019
C  2.21935  1.91125  2.30414
C  6.74468  5.54491  -2.02186
C  -4.62950  1.93570  -2.79262
C  3.60753  -1.56077  1.20554
C  -0.65882  3.63897  3.43846
C  -0.05198  -1.08602  2.80138
C  -0.87953  4.98594  -3.72454
C  3.85522  -7.69079  1.11363
C  4.93255  3.68716  -1.00271
C  4.53909  -6.59464  0.59886
C  -4.60155  -3.30156  -1.21618
C  3.17886  -2.30842  -0.70652
C  1.35728  0.86565  2.87657
C  -2.67464  -5.13179  -0.48619
H  -5.05072  2.64268  0.96497
H  -0.89446  4.45029  4.13042
H  1.92406  -8.58728  1.43387
H  0.35376  3.78353  3.06125
H  2.79034  -2.46772  -1.69937
H  1.10131  -0.60217  5.94982
H  7.44056  6.27209  -2.42229
H  -1.97715  5.26781  -0.07355
H  -4.52125  -2.43419  4.19885
H  -3.55995  -1.02195  -2.14557
H  1.34588  4.08126  -5.78732
H  -0.68110  2.69444  3.98087
H  6.15626  6.78232  -0.36876
H  -2.62681  1.35350  -2.31383
H  -6.64037  2.65943  -3.00150
H  4.54759  5.11595  0.53080
H  0.36395  -3.58577  2.55787
H  4.54369  -4.35069  -1.67013
H  -4.77795  -2.56251  1.73745
H  -5.35748  -2.57170  -1.48357
H  0.51892  -2.98093  0.88979
H  -0.30020  -2.17964  4.60118
H  0.58092  2.53920  -5.35630
H  5.61696  -6.53952  0.69475
H  -1.62579  4.31935  -4.16330
H  3.58196  -0.92711  2.07734
H  -1.13002  6.03860  1.28671
H  -0.70701  5.81792  -4.41394
H  -4.50600  1.73473  -3.85084
H  -1.28343  -3.86264  -1.50439
H  -5.99070  -4.58147  -0.20441
H  -4.25588  4.75818  1.89672
H  5.65000  -4.41409  -0.29240
H  -0.98984  -1.28988  -0.39309
H  2.90734  4.60225  -2.50303
H  -1.29956  5.38222  -2.79867
H  2.28320  5.92213  -3.50591
H  -2.36100  1.22765  3.77125
H  -6.89358  3.11903  -0.57894
H  -4.25045  -6.22941  0.46065
H  1.68405  5.69152  -1.85081
H  2.72002  2.59100  2.99951
H  1.91693  -4.83243  -0.60321
H  -3.20137  -2.10044  -3.48996
H  -4.13247  3.67252  3.29226
H  2.19713  1.29372  4.79317
H  4.39931  -8.48753  1.60259
H  -3.35925  5.26834  3.33571
H  7.12382  4.09621  -3.55877
H  1.05768  -0.73457  -3.97683
H  -0.31902  4.79705  0.29611
H  -3.82658  -0.81098  0.30460
H  -3.31711  -0.51861  5.20095
H  2.26105  2.85215  -4.89737
H  -0.95586  -3.85630  1.39638
H  5.48512  2.45711  -2.64551

Output
LUMO level (spin up / spin down) ... 1.429 / 1.428 eV
Charge ... -1
HOMO energy (spin up / spin down) ... -3.5 / -4.7 eV
Kohn-Sham gap (spin up / spin down) ... 0.1824 / 0.2259 Ha
Energy relative to the best compared isomer or geometry (same formula, charge and spin) ... 0.553 eV
E_tot ... -269785.216 eV
Expectation value of S² ... 0.754
Spin multiplicity ... 2

=====

Computed, not measured: a 2-piece molecular cluster, C2H4Cl2OS overall in a non-equilibrium geometry, with ωB97M-V/def2-TZVPD.

Element x y z (Å)
Cl  -1.28367  0.06862  0.54688
Cl  -3.02299  3.49326  0.43088
S  0.93778  0.78778  -1.15322
O  2.26254  0.29138  -1.53558
C  0.96912  -1.49853  0.41590
C  0.28014  -0.27684  -0.06057
H  0.93784  -1.57115  1.50308
H  -3.58077  2.55820  -0.23157
H  2.00128  -1.45844  0.07688
H  0.49873  -2.39428  0.00731

Output
LUMO level ... -0.359 eV
HOMO energy ... -9.1 eV
Kohn-Sham gap ... 0.3220 Ha
Energy relative to the best compared isomer or geometry (same formula, charge and spin) ... 0.137 eV
E_tot ... -40065.355 eV